[1]
This record from the OMol25 dataset describes a molecular structure, C37H32CoN7O5. The level of theory is the ωB97M-V functional and the def2-TZVPD basis.

Last column: Mulliken spin population.
Positions of all 82 atoms, in Å:
Co -0.01 0.40 1.13  0.969
C -1.84 -0.64 5.14  0.002
O -2.28 0.71 5.25  -0.001
C -1.51 1.74 4.76  0.008
C -1.79 2.98 5.29  0.000
C -1.14 4.14 4.86  0.005
C -0.18 4.02 3.87  -0.005
C 0.12 2.78 3.30  0.003
C 1.09 2.77 2.21  0.003
N 1.35 1.80 1.44  -0.010
N 2.36 1.99 0.49  -0.007
C 2.12 1.31 -0.61  0.002
O 1.09 0.63 -0.91  0.025
C 3.24 1.36 -1.62  0.000
C 3.61 0.19 -2.27  0.003
C 4.66 0.19 -3.19  -0.001
C 5.33 1.37 -3.48  0.002
C 4.95 2.54 -2.83  -0.001
C 3.92 2.53 -1.90  0.003
C -0.54 1.59 3.72  -0.010
O -0.28 0.44 3.19  0.040
H -1.65 -0.93 4.11  -0.001
H -2.64 -1.23 5.57  0.000
H -0.93 -0.80 5.72  0.000
H -2.55 3.02 6.07  0.000
H -1.39 5.10 5.29  0.001
H 0.33 4.90 3.50  0.000
H 1.64 3.70 2.02  0.001
H 3.09 -0.73 -2.04  0.001
H 4.94 -0.73 -3.69  0.000
H 6.13 1.38 -4.21  0.000
H 5.47 3.47 -3.05  0.000
H 3.63 3.44 -1.38  0.000
O -1.24 1.81 0.68  -0.015
C -2.44 1.99 1.10  -0.006
C -2.96 3.31 1.20  0.002
C -4.25 3.55 1.62  -0.002
C -5.11 2.49 1.95  0.003
C -4.62 1.20 1.86  -0.002
C -3.31 0.93 1.47  0.006
C -2.82 -0.45 1.44  -0.007
N -1.62 -0.89 1.07  -0.002
C -1.64 -2.27 1.24  0.002
C -2.85 -2.66 1.70  0.001
N -3.58 -1.50 1.81  0.000
H -2.29 4.12 0.94  0.000
H -4.60 4.57 1.70  0.000
H -6.12 2.68 2.28  0.000
H -5.30 0.39 2.10  0.000
H -0.78 -2.89 1.03  0.000
H -3.24 -3.64 1.94  0.000
H -4.51 -1.43 2.19  0.000
C -1.21 -0.65 -7.39  0.000
C -0.58 -1.22 -6.15  0.000
C -0.66 -2.58 -5.85  0.000
C -0.10 -3.12 -4.70  0.000
C 0.58 -2.28 -3.82  0.000
N 1.20 -2.71 -2.62  0.000
C 1.24 -3.97 -2.10  0.000
O 0.89 -4.98 -2.68  0.000
N 1.83 -4.07 -0.83  0.000
C 1.83 -3.21 0.28  0.001
C 2.39 -3.66 1.48  -0.002
C 2.40 -2.81 2.57  0.001
C 1.89 -1.53 2.45  -0.005
N 1.36 -1.11 1.32  -0.007
C 1.31 -1.93 0.27  -0.003
C 0.67 -0.92 -4.09  0.000
C 0.10 -0.40 -5.24  0.000
H -1.54 -1.44 -8.06  0.000
H -0.50 -0.01 -7.93  0.000
H -2.07 -0.03 -7.14  0.000
H -1.18 -3.24 -6.54  0.000
H -0.17 -4.18 -4.49  0.000
H 1.64 -1.97 -2.11  -0.001
H 1.98 -5.04 -0.61  0.000
H 2.81 -4.65 1.54  0.000
H 2.84 -3.14 3.50  0.000
H 1.88 -0.82 3.27  -0.001
H 0.82 -1.49 -0.57  0.005
H 1.16 -0.25 -3.38  0.001
H 0.17 0.66 -5.43  0.000

Computed properties:
expectation value of S²: 0.8617
total charge: -1
LUMO energy (spin up / spin down): 0.0885 / 0.0885 Ha
relative energy (zero: lowest compared OMol25 entry of this formula, charge and spin): 17.8 kcal/mol
Kohn-Sham gap (spin up / spin down): 6.25 / 6.39 eV
multiplicity: 2

***

[2]
This record from the OMol25 dataset describes a molecular structure, C37H32F5FeN4P2. The level of theory is the ωB97M-V functional and the def2-TZVPD basis.

Last column: Mulliken charge in e.
Positions of all 81 atoms, in Å:
Fe 1.01 -0.08 -0.71  -0.132
C -3.09 0.24 0.79  -1.986
N -1.74 0.10 0.24  1.319
P -0.85 -1.32 -0.05  0.778
C -0.62 -2.27 1.49  0.725
C -1.59 -2.36 2.48  -0.296
C -1.37 -3.13 3.62  -0.953
C -0.19 -3.84 3.75  -0.698
C 0.77 -3.79 2.75  -0.986
C 0.56 -3.00 1.63  -0.129
C -1.98 -2.47 -0.91  1.605
C -1.71 -3.84 -0.85  -0.996
C -2.51 -4.74 -1.53  -0.778
C -3.61 -4.30 -2.26  -0.670
C -3.89 -2.94 -2.31  -0.961
C -3.07 -2.03 -1.65  -0.026
P -0.68 1.36 -0.25  0.727
C -1.61 2.44 -1.37  1.270
C -2.62 1.95 -2.21  -0.411
C -3.27 2.79 -3.09  -0.846
C -2.91 4.13 -3.17  -0.707
C -1.90 4.62 -2.36  -0.665
C -1.26 3.78 -1.46  -1.122
C -0.42 2.50 1.15  0.571
C 0.88 2.94 1.38  -0.181
C 1.14 3.84 2.40  -0.756
C 0.11 4.29 3.21  -0.663
C -1.19 3.85 2.99  -0.844
C -1.46 2.97 1.95  -0.304
H -3.69 -0.63 0.51  0.508
H -3.56 1.12 0.37  0.441
H -3.07 0.32 1.88  0.402
H -2.54 -1.84 2.37  0.352
H -2.13 -3.18 4.39  0.473
H -0.02 -4.45 4.63  0.420
H 1.69 -4.36 2.84  0.458
H 1.32 -2.95 0.86  0.576
H -0.87 -4.21 -0.28  0.373
H -2.29 -5.80 -1.48  0.460
H -4.24 -5.00 -2.78  0.407
H -4.74 -2.58 -2.87  0.463
H -3.29 -0.98 -1.72  -0.310
H -2.88 0.90 -2.17  0.342
H -4.05 2.40 -3.73  0.458
H -3.41 4.78 -3.87  0.398
H -1.62 5.66 -2.41  0.448
H -0.49 4.19 -0.82  0.369
H 1.69 2.58 0.76  0.181
H 2.15 4.19 2.57  0.479
H 0.31 4.99 4.02  0.405
H -2.00 4.22 3.61  0.443
H -2.48 2.68 1.76  0.424
N 3.96 -0.70 0.36  0.041
C 3.07 -0.70 1.41  0.447
C 3.54 -1.18 2.64  -0.924
C 2.73 -1.11 3.74  -0.853
C 1.45 -0.57 3.60  -1.169
C 1.05 -0.18 2.35  -0.321
N 1.82 -0.25 1.24  1.009
C 4.01 0.12 -0.77  0.373
C 5.26 0.33 -1.35  -0.885
C 5.37 1.21 -2.40  -0.556
C 4.23 1.87 -2.84  -1.004
C 3.03 1.57 -2.24  -0.477
N 2.89 0.67 -1.24  0.200
H 4.86 -1.08 0.60  0.271
H 4.55 -1.56 2.71  0.447
H 3.08 -1.46 4.70  0.470
H 0.77 -0.48 4.43  0.538
H 0.05 0.19 2.21  0.155
H 6.13 -0.17 -0.94  0.448
H 6.33 1.39 -2.85  0.440
H 4.26 2.59 -3.64  0.486
H 2.12 2.04 -2.57  0.416
F 0.57 0.93 -3.40  -0.342
C 0.41 -0.20 -2.63  1.182
F -0.97 -0.44 -2.76  -0.092
C 1.02 -1.36 -3.44  0.551
F 2.37 -1.34 -3.37  -0.254
F 0.68 -1.34 -4.73  -0.267
F 0.61 -2.52 -2.92  -0.189

Computed properties:
total charge: +1
LUMO energy (spin up / spin down): -0.0904 / -0.0942 Ha
Kohn-Sham gap (spin up / spin down): 8.70 / 8.66 eV

***

[3]
This record from the OMol25 dataset describes a molecular structure, C37H32LuNP2Se at a distorted geometry. The level of theory is the ωB97M-V functional and the def2-TZVPD basis.

Last column: Mulliken charge in e.
Positions of all 74 atoms, in Å:
C 0.12 -3.78 -1.82  -0.612
C 1.33 -3.18 -1.39  0.747
C 2.12 -3.87 -0.44  -0.475
C 1.75 -5.15 0.00  -1.110
C 0.63 -5.79 -0.57  -0.240
C -0.17 -5.10 -1.50  -1.184
P 1.62 -1.40 -1.76  0.639
C 3.41 -1.21 -1.62  0.379
C 3.92 -0.58 -0.47  0.174
C 5.28 -0.64 -0.19  -0.703
C 6.15 -1.27 -1.09  -0.501
C 5.65 -1.81 -2.29  -0.671
C 4.29 -1.76 -2.57  -0.307
Lu -0.27 -3.80 0.81  1.092
P -2.42 -1.62 1.60  1.175
C -1.81 -2.89 2.68  0.102
C -2.14 -4.25 2.43  -0.824
C -1.16 -5.23 2.66  -0.453
C 0.11 -4.87 3.16  -0.812
C 0.33 -3.57 3.63  -0.634
C -0.65 -2.60 3.48  -0.420
C -2.88 -0.20 2.55  0.651
C -2.95 1.05 1.88  -0.526
C -3.23 2.20 2.62  -0.774
C -3.46 2.10 3.99  -0.477
C -3.44 0.86 4.64  -0.727
C -3.17 -0.30 3.93  -0.376
C -3.60 -2.03 0.31  0.282
C -3.25 -1.78 -1.04  -0.143
C -4.14 -2.12 -2.05  -0.700
C -5.37 -2.72 -1.72  -0.519
C -5.70 -2.99 -0.39  -0.787
C -4.82 -2.65 0.64  -0.408
C 1.17 -1.11 -3.50  0.373
C 1.27 -2.09 -4.50  -0.029
C 0.78 -1.83 -5.78  -0.830
C 0.19 -0.60 -6.09  -0.555
C 0.14 0.40 -5.10  -0.626
C 0.62 0.15 -3.82  -0.495
H -2.76 1.09 0.81  0.406
H -3.27 3.16 2.11  0.429
H -3.66 3.01 4.57  0.411
H -3.66 0.80 5.71  0.421
H -3.18 -1.28 4.41  0.439
H -3.13 -4.51 2.06  0.535
H -1.42 -6.26 2.46  0.471
H 0.87 -5.64 3.31  0.542
H 1.27 -3.32 4.14  0.472
H -0.53 -1.61 3.92  0.514
H -2.28 -1.31 -1.26  0.654
H -3.90 -1.89 -3.09  0.491
H -6.07 -2.98 -2.52  0.422
H -6.66 -3.44 -0.14  0.439
H -5.07 -2.82 1.69  0.473
H 1.72 -3.06 -4.27  0.381
H 0.84 -2.60 -6.55  0.403
H -0.22 -0.41 -7.08  0.418
H -0.30 1.37 -5.35  0.429
H 0.58 0.92 -3.05  0.401
H 3.23 -0.07 0.20  -0.002
H 5.67 -0.20 0.74  0.431
H 7.21 -1.34 -0.87  0.401
H 6.33 -2.27 -3.00  0.415
H 3.89 -2.16 -3.51  0.343
H 3.06 -3.43 -0.10  0.497
H 2.37 -5.68 0.74  0.546
H 0.42 -6.84 -0.33  0.480
H -1.04 -5.59 -1.96  0.464
H -0.57 -3.23 -2.46  0.668
H -1.89 -4.53 0.04  0.259
H -1.93 -3.69 -0.11  -0.035
Se 0.88 1.19 1.00  -0.023
C 0.46 -0.49 0.91  0.304
N 0.07 -1.63 0.84  -0.594

Computed properties:
total charge: +2
LUMO energy (spin up / spin down): -0.2752 / -0.2752 Ha
relative energy (zero: lowest compared OMol25 entry of this formula, charge and spin): 30.3 kcal/mol
Kohn-Sham gap (spin up / spin down): 5.01 / 5.01 eV